1.
The following is a DFT calculation (ωB97M-V with the def2-TZVPD basis set) of a molecular structure, C21H34AsF6IN3O6S2SbSi3Tc.

The geometry in ORCA input format:
```
! wB97M-V def2-TZVPD RIJCOSX def2/J DEFGRID3
* xyz 1 1
Tc 1.32 1.64 -0.67
O 2.23 2.51 2.36
C 1.51 1.85 1.65
O 1.78 0.69 1.10
C 0.06 2.20 1.42
O -0.60 2.83 2.22
O -0.38 1.66 0.32
F 3.22 2.02 -1.40
As 4.03 1.77 -3.22
F 2.46 1.05 -3.75
F 3.25 3.31 -3.52
F 4.65 1.55 -4.80
F 5.42 2.51 -2.57
F 4.48 0.21 -2.62
I -1.50 6.44 -2.85
C -0.55 4.60 -2.86
C -0.50 3.68 -3.89
N 0.20 2.64 -3.44
N 0.60 2.81 -2.18
C 0.16 4.01 -1.81
H -0.91 3.72 -4.88
H 0.46 1.80 -3.95
H 0.35 4.42 -0.83
O -3.29 -0.69 -2.17
S -2.34 -0.12 -3.08
O -2.72 1.02 -3.85
N -0.96 0.25 -2.19
C 0.00 -0.53 -2.55
S 1.46 -0.51 -1.66
C -0.24 -1.46 -3.65
C 0.67 -2.31 -4.27
C 0.19 -3.10 -5.30
C -1.15 -3.08 -5.67
C -2.05 -2.22 -5.05
C -1.56 -1.39 -4.07
H 1.70 -2.33 -3.94
H 0.88 -3.76 -5.83
H -1.50 -3.74 -6.45
H -3.10 -2.21 -5.32
C -0.40 -3.57 2.51
Si 0.29 -2.51 1.08
C -0.88 -2.75 -0.41
C 2.17 -2.77 0.79
Sb -0.26 -0.15 2.29
Si -3.07 0.56 2.13
C -3.42 1.06 0.34
C -3.32 1.87 3.51
C -3.67 -1.19 2.66
Si 1.60 -0.07 4.38
C 3.35 -0.23 3.64
C 1.09 1.55 5.26
C 1.09 -1.62 5.40
H -0.48 -4.60 2.20
H -1.38 -3.24 2.81
H 0.23 -3.56 3.40
H -1.57 -3.57 -0.22
H -0.33 -3.00 -1.32
H -1.48 -1.87 -0.63
H 2.34 -3.53 0.04
H 2.66 -3.09 1.70
H 2.65 -1.86 0.44
H -2.61 1.67 -0.05
H -4.34 1.65 0.25
H -3.52 0.20 -0.33
H -2.65 2.71 3.36
H -3.13 1.46 4.50
H -4.33 2.25 3.50
H -3.54 -1.91 1.87
H -4.73 -1.16 2.90
H -3.16 -1.55 3.55
H 3.67 0.72 3.24
H 3.38 -0.96 2.83
H 4.08 -0.54 4.39
H 1.34 2.41 4.65
H 1.60 1.66 6.21
H 0.01 1.57 5.45
H 1.59 -2.52 5.05
H 0.02 -1.80 5.39
H 1.38 -1.47 6.43
*
```

Values from the calculation:
HOMO-LUMO gap (alpha / beta)	5.92 / 5.85	eV
LUMO energy (alpha / beta)	-5.36 / -5.41	eV

=====

2.
The following is a DFT calculation (ωB97M-V with the def2-TZVPD basis set) of 40 unconnected molecules or ions with the total composition H80O40.

The geometry in ORCA input format:
```
! wB97M-V def2-TZVPD RIJCOSX def2/J DEFGRID3
* xyz 1 2
H -1.58 -2.82 -3.00
H -2.86 -2.03 -2.65
O -2.24 -2.72 -2.27
H 1.07 -5.67 -3.83
H 1.41 -4.39 -4.53
O 0.68 -5.04 -4.46
H 2.79 -3.38 4.76
H 2.49 -4.98 4.84
O 2.34 -4.15 4.37
H -3.24 -0.15 -2.72
H -3.85 -0.47 -4.16
O -3.06 -0.45 -3.63
H 2.47 2.61 -5.04
H 2.45 3.10 -3.61
O 3.04 2.68 -4.27
H 1.41 -0.66 2.59
O 1.91 0.12 2.32
H -0.70 0.05 1.93
O -0.65 0.93 2.32
H -0.75 0.14 -6.98
H -1.68 0.80 -5.95
O -1.66 0.41 -6.83
H 0.68 -3.45 2.91
H 0.87 -2.31 3.74
O 1.07 -2.56 2.83
H -1.46 1.60 0.82
H -0.40 1.70 -0.39
O -1.30 1.44 -0.12
H -2.67 0.36 -0.50
H -3.14 -0.98 -0.39
O -3.46 -0.15 -0.79
H -0.85 4.14 -2.61
O -1.62 3.61 -2.74
H 1.76 -1.71 -6.35
H 0.56 -1.00 -5.92
O 1.44 -0.80 -6.27
H -2.38 -1.69 5.67
H -0.85 -1.72 6.12
O -1.48 -1.85 5.40
H -2.03 4.53 3.23
H -1.05 4.01 4.41
O -1.23 4.06 3.47
H 1.53 1.69 4.49
H 0.20 2.20 3.99
O 0.85 2.33 4.70
H -0.97 5.08 -3.81
H 0.44 5.06 -3.63
O -0.25 5.74 -3.56
H -4.09 4.21 -1.58
H -3.30 5.59 -1.08
O -4.10 5.07 -1.17
H 3.78 1.57 0.84
O 4.58 1.62 1.38
H -0.60 -3.36 -4.94
H -0.04 -2.19 -4.12
O -0.78 -2.44 -4.68
H 1.96 -4.55 -0.21
O 1.19 -4.75 0.35
H -0.10 5.69 -1.33
H -0.28 5.23 -0.02
O -0.26 6.09 -0.46
H 2.04 -1.27 5.71
H 3.60 -0.90 5.48
O 2.94 -1.60 5.50
H 4.64 -2.36 3.44
H 3.20 -1.67 3.70
O 3.96 -1.78 3.12
H 1.03 3.39 1.70
H 1.91 2.16 2.28
O 1.55 2.60 1.50
H 1.63 2.51 -1.35
H 1.03 1.61 -2.40
O 1.03 2.55 -2.11
H 3.58 -3.11 -5.33
H 2.90 -2.16 -4.24
O 2.85 -3.02 -4.70
H -1.50 0.55 -3.43
H -0.12 0.55 -4.19
O -0.57 0.80 -3.37
H 2.16 5.77 -1.99
H 3.57 5.38 -1.76
O 2.88 5.30 -2.42
H 0.74 -2.44 -0.50
H 0.66 -1.34 0.61
O 1.22 -2.02 0.21
H -3.39 3.07 4.58
H -2.95 1.63 4.70
O -2.81 2.49 5.09
H 3.58 -0.51 -2.81
O 4.24 -1.24 -2.92
H -5.48 2.83 1.34
H -4.49 1.61 1.08
O -4.74 2.51 0.83
H 5.20 1.14 0.83
H 2.86 0.31 2.34
H 1.63 -4.64 1.20
H 0.27 1.11 2.08
H -1.59 2.75 -3.15
H 4.42 -1.52 -2.01
O -1.64 -2.24 1.12
H -2.26 -2.75 0.55
H -0.75 -2.55 0.87
O -2.89 -3.32 3.23
H -2.65 -2.45 3.58
H -3.26 -3.18 2.34
O 2.23 0.11 -3.69
H 2.44 1.08 -3.80
H 2.76 -0.05 -4.50
O -4.93 -0.40 1.76
H -4.46 -0.40 0.90
H -5.79 -0.42 1.29
O -5.22 -3.15 1.96
H -5.29 -3.12 2.91
H -5.85 -3.07 1.25
O 3.77 -5.35 2.17
H 3.53 -4.83 2.95
H 3.29 -6.18 2.12
O 0.57 -0.28 5.89
H 0.13 -0.01 5.08
H 0.58 0.49 6.49
*
```

Values from the calculation:
HOMO-LUMO gap (alpha / beta)	8.82 / 1.82	eV
<S²>	0.76
LUMO energy (alpha / beta)	-3.26 / -10.26	eV

=====

3.
The following is a DFT calculation (ωB97M-V with the def2-TZVPD basis set) of 2 unconnected molecules or ions with the total composition C4H4N2O.

The geometry in ORCA input format:
```
! wB97M-V def2-TZVPD RIJCOSX def2/J DEFGRID3
* xyz 0 1
O -2.24 0.34 -1.07
C -1.48 -0.42 -0.63
C -0.70 -1.38 -0.15
C 0.68 -1.24 0.28
N 1.35 -0.15 0.25
C 0.09 2.58 0.08
N -1.00 2.91 -0.09
H -1.19 -2.35 -0.11
H 1.11 -2.18 0.63
H 2.30 -0.32 0.60
H 1.08 2.20 0.22
*
```

Values from the calculation:
HOMO-LUMO gap	9.84	eV
LUMO energy	0.47	eV
SMILES	[H]/N=C/C=C=O.C#N

=====

| no. | energy (Eh) |
| --- | --- |
| 1 | -6554.74605 |
| 2 | -3057.09549 |
| 3 | -339.50253 |